109
Properties=species:S:1:pos:R:3:mulliken_charge:R:1 method="wB97M-V/def2-TZVPD" orbital_gap_ev=8.7 lumo_energy_ev=-0.63 homo_energy_ev=-9.3 total_energy_ev=-77959.0993 fmax_ha_per_bohr=0.0762
C -2.39636 2.02256 4.57960 -0.6177
C -3.40214 1.58610 3.82086 -0.3577
C -3.60673 0.12515 3.51358 0.6754
O -2.76592 -0.61580 3.85932 -0.4039
O -4.74660 -0.25770 2.88235 -0.4477
C -4.62812 -0.18565 1.44031 -0.6609
C -3.32414 -0.81594 0.90422 0.3213
C -3.41391 -1.23572 -0.58520 -1.1615
C -3.15251 -0.05083 -1.55832 -0.5045
C -1.70008 0.04149 -2.09193 -0.5835
C -0.57705 -0.29067 -1.05576 -0.4239
C 0.48857 0.80795 -0.81374 -0.2636
O 1.67245 0.62839 -1.62731 -0.2420
S 1.74734 2.03927 -2.49116 1.3799
O 3.04421 2.58071 -2.46813 -0.6005
O 1.21136 1.65664 -3.74278 -0.7595
O 0.68066 2.98857 -1.73006 -0.4400
C 0.11482 2.28464 -0.57881 1.9215
C -1.32392 2.63014 -0.10170 -0.4656
C -2.10527 3.65226 -0.95429 0.2258
C -2.14495 3.67101 -2.47242 -0.9512
N -2.80020 4.51942 -0.36365 -0.6767
C 1.07705 2.78938 0.58481 -0.7675
C 1.44211 4.28157 0.47787 0.5604
C 2.91920 4.65523 0.23732 -1.0418
N 0.64589 5.24845 0.60595 -0.8561
H -1.80207 2.89970 4.30032 0.2239
H -2.13147 1.58272 5.54684 0.2767
H -4.11191 2.34273 3.45788 0.4324
H -4.62165 0.89529 1.19354 0.2699
H -5.53165 -0.61069 0.99133 0.3892
H -3.10295 -1.69602 1.52793 0.1477
H -2.52716 -0.06915 1.05259 0.0073
H -4.43901 -1.59391 -0.76856 0.4373
H -2.69662 -2.04164 -0.79193 0.3983
H -3.81372 -0.17631 -2.43183 0.4808
H -3.51175 0.86995 -1.06578 0.2209
H -1.61231 -0.63620 -2.95018 0.5774
H -1.53074 1.06071 -2.46436 -0.2807
H -0.02137 -1.14913 -1.46512 0.5604
H -0.93545 -0.60899 -0.07114 -0.1562
H 0.87114 0.51539 0.18420 0.0850
H -1.22263 3.05381 0.90407 1.0405
H -1.89980 1.70355 0.04474 -0.9794
H -3.12960 3.44041 -2.89810 0.3282
H -1.92217 4.70698 -2.77546 0.3664
H -1.37612 3.05675 -2.95556 0.2295
H -2.73121 4.41058 0.65099 0.2937
H 2.01908 2.23075 0.42908 0.1379
H 0.72142 2.48134 1.57966 0.6614
H 3.23643 5.16448 1.16028 0.4221
H 2.92458 5.42273 -0.54486 0.3376
H 3.53335 3.78003 0.00964 0.0554
H -0.29097 4.88217 0.79139 0.2031
N 6.51006 0.84864 -0.76649 -0.4482
C 5.44272 0.99239 -1.55583 -0.1747
C 5.15225 0.15258 -2.61972 -0.3180
C 6.02023 -0.89404 -2.88387 -0.5494
C 7.13501 -1.06056 -2.07860 -0.3958
C 7.33089 -0.16723 -1.03729 -0.2967
H 4.79740 1.82552 -1.31369 0.5743
H 4.27095 0.31559 -3.22463 0.4186
H 5.83003 -1.57197 -3.70703 0.3951
H 7.83624 -1.86567 -2.25239 0.3883
H 8.18697 -0.26178 -0.37710 0.3581
N 0.57908 -3.14215 2.73062 -0.2087
C -0.64776 -2.79049 3.12548 -0.5293
C -1.51532 -3.63853 3.79541 -0.3682
C -1.08929 -4.92765 4.06933 -0.3551
C 0.17955 -5.31477 3.66721 -0.7610
C 0.96982 -4.38759 3.00633 -0.3134
H -0.93869 -1.77502 2.88765 0.6219
H -2.49675 -3.29539 4.09257 0.4955
H -1.73712 -5.62254 4.58956 0.4061
H 0.54770 -6.31321 3.86245 0.5554
H 1.97141 -4.64439 2.67553 0.4208
N 6.39682 -0.89837 3.49342 -0.5735
C 5.42042 -1.66657 3.98102 -0.3512
C 4.15693 -1.75842 3.41840 -0.3576
C 3.88890 -1.00668 2.28584 -0.4241
C 4.88756 -0.20043 1.76309 -0.0524
C 6.11815 -0.18398 2.40103 -0.4773
H 5.67612 -2.23379 4.86994 0.3506
H 3.40349 -2.40067 3.85537 0.3847
H 2.91278 -1.05000 1.81633 0.6885
H 4.71761 0.39971 0.88284 0.3635
H 6.92920 0.42938 2.02464 0.4709
N -1.18183 -8.52519 0.94092 -0.5531
C -0.14755 -7.73432 1.23193 -0.2505
C 1.17556 -8.14570 1.18254 -0.2011
C 1.44203 -9.45394 0.81382 -0.4168
C 0.38284 -10.29284 0.50919 -0.3173
C -0.90318 -9.78020 0.58661 -0.2325
H -0.40538 -6.72146 1.51752 0.5335
H 1.97521 -7.45864 1.42690 0.3660
H 2.46200 -9.81508 0.76408 0.3699
H 0.54910 -11.32108 0.21748 0.3590
H -1.76347 -10.39878 0.35391 0.3649
N -3.53353 6.28423 -4.60896 -0.4516
C -3.51180 6.04103 -5.92044 -0.1863
C -4.65055 5.87446 -6.69355 -0.4052
C -5.88417 5.96087 -6.07012 -0.1569
C -5.93047 6.21039 -4.70856 -0.4440
C -4.73193 6.36488 -4.02873 -0.1585
H -2.52396 5.97839 -6.36447 0.3592
H -4.57176 5.68173 -7.75503 0.3579
H -6.79793 5.83545 -6.63812 0.3588
H -6.87391 6.28443 -4.18462 0.3632
H -4.71814 6.56479 -2.96227 0.3785

108
Properties=species:S:1:pos:R:3:mulliken_charge:R:1 method="wB97M-V/def2-TZVPD" s2=2.0344 orbital_gap_ev="4.9 / 7.5" multiplicity=3 lumo_energy_ev="-0.07 / -0.09" homo_energy_ev="-4.9 / -7.6" total_energy_ev=-114479.7884 fmax_ha_per_bohr=0.0291
Ti 0.14782 -0.17713 -0.29009 -0.5780
C 1.54431 5.12415 0.85893 -0.8769
C 2.64313 4.98645 0.02210 -1.0032
C 3.07387 3.71869 -0.30770 -0.3662
C 2.41175 2.60218 0.21962 1.3266
N 1.30369 2.74093 0.95373 -0.0709
C 0.89674 3.97064 1.26143 -0.2089
C 2.97691 1.24023 0.12446 1.0357
C 4.37592 1.19792 0.14843 -1.1057
C 5.06225 0.00931 0.29868 -1.1747
C 4.33221 -1.14336 0.51859 -0.9040
C 2.94733 -1.10132 0.46417 -0.4614
C 2.19033 0.05087 0.17715 0.7240
H 1.19428 6.09538 1.18110 0.4357
H 3.14750 5.86012 -0.37083 0.3952
H 3.90559 3.58026 -0.98493 0.4506
H 0.00419 4.03845 1.87780 0.3745
H 4.93526 2.12463 0.09424 0.4285
H 6.14472 -0.00451 0.30394 0.3910
H 4.83824 -2.07599 0.73960 0.4778
H 2.43008 -2.02282 0.70087 0.5018
C -3.42936 -0.46364 -0.24669 -1.7533
O -2.17350 -0.28161 -0.86540 0.9276
Si -1.98348 0.05364 -2.52204 0.6074
C -2.88824 -1.39234 -3.35168 -1.5836
C -3.11330 1.51478 -2.98033 -1.4556
C -0.13669 0.31233 -2.53938 0.8462
Si 0.68591 -0.89329 -3.75744 0.7059
C 2.56639 -1.07069 -3.47310 -1.2804
C -0.08962 -2.62672 -3.89915 -0.9122
C 0.58355 -0.36188 -5.58836 -1.5573
Si 0.37052 2.05250 -3.10440 0.1671
C 2.25312 2.20527 -3.26053 -0.9164
C -0.14873 3.57925 -2.07548 -0.6628
C -0.36444 2.58765 -4.78228 -1.3652
H -3.94274 -1.33676 -0.65835 0.4364
H -4.06996 0.41368 -0.38035 0.3300
H -3.28633 -0.61640 0.82430 0.2894
H -3.96830 -1.25168 -3.25796 0.4389
H -2.63138 -2.34476 -2.88480 0.3486
H -2.66078 -1.47169 -4.41600 0.3521
H -4.09767 1.40922 -2.51623 0.4200
H -3.26805 1.53256 -4.06088 0.5054
H -2.70975 2.48694 -2.68975 0.3068
H 2.89593 -0.63239 -2.52861 0.1104
H 3.11683 -0.57431 -4.27476 0.4914
H 2.86592 -2.12091 -3.48755 0.5305
H -0.61050 -2.96351 -3.00470 -0.2606
H 0.68604 -3.36213 -4.12031 0.5068
H -0.80271 -2.64744 -4.72595 0.4550
H 1.26453 0.45845 -5.82445 0.3425
H -0.42653 -0.05789 -5.87654 0.3463
H 0.86496 -1.21100 -6.21604 0.4371
H 2.76168 1.81766 -2.37755 0.0782
H 2.54251 3.25156 -3.38813 0.4507
H 2.62632 1.65441 -4.12557 0.4727
H 0.14271 3.54400 -1.02780 -0.2860
H -1.22655 3.76199 -2.12142 0.4556
H 0.33685 4.45440 -2.51264 0.5258
H 0.05618 2.04271 -5.62584 0.4358
H -0.17385 3.65075 -4.94948 0.3937
H -1.44694 2.44219 -4.80465 0.2793
C 0.18987 -1.73553 5.19570 -0.8307
N -0.67102 -0.65983 4.75892 0.2533
C -1.48837 0.12054 5.54378 -0.7577
C -2.12543 0.98477 4.74365 -0.4988
N -1.70098 0.74038 3.43041 0.4792
C -0.78905 -0.29364 3.45265 0.1082
S 0.02410 -1.09267 2.23617 -0.3519
C -2.13731 1.48612 2.32522 -0.0198
C -3.24066 2.33175 2.48002 -0.8480
C -3.60512 3.17117 1.45324 -1.3150
C -2.85592 3.14209 0.28426 -1.0893
C -1.83253 2.22680 0.20356 0.4939
N -1.46394 1.38757 1.17838 1.8684
H 0.08847 -1.85612 6.27118 0.3354
H 1.22542 -1.51328 4.93972 0.3211
H -0.08620 -2.65984 4.68894 0.3308
H -1.55032 0.00631 6.61140 0.4133
H -2.81079 1.76752 5.00068 0.4493
H -3.81966 2.31726 3.39068 0.4724
H -4.45452 3.83202 1.55620 0.4451
H -3.08215 3.79563 -0.54582 0.6078
H -1.25627 2.14318 -0.70636 -1.0578
N -1.29819 -7.14117 -0.96854 0.0374
C -1.01550 -8.42796 -1.36338 0.6972
C -1.77756 -9.58374 -1.43455 -0.9952
C -1.15071 -10.72719 -1.90351 -0.4140
C 0.19567 -10.71109 -2.28026 -0.4339
C 0.95534 -9.55700 -2.20868 -0.7794
C 0.34192 -8.39256 -1.74947 0.4372
N 0.84598 -7.12421 -1.59602 -0.6450
C -0.14766 -6.39169 -1.13173 -0.0569
C -0.06613 -4.98830 -0.86286 0.5418
C 1.10529 -4.26566 -1.20041 -1.0153
C 1.15207 -2.91543 -1.06089 -0.8823
N 0.12614 -2.14948 -0.54269 1.7325
C -0.97072 -2.87194 -0.13650 -0.7038
C -1.11116 -4.21794 -0.29933 -1.4128
H -2.18545 -6.80196 -0.64875 0.1383
H -2.81988 -9.59819 -1.13923 0.3652
H -1.71422 -11.64796 -1.98086 0.3753
H 0.65247 -11.62573 -2.63704 0.3674
H 1.99757 -9.54694 -2.49916 0.4255
H 1.94415 -4.80893 -1.61258 0.5630
H 2.02608 -2.37792 -1.38317 0.5146
H -1.75794 -2.31688 0.34829 0.2495
H -2.03137 -4.68126 0.03714 0.3327

103
Properties=species:S:1:pos:R:3:mulliken_charge:R:1 method="wB97M-V/def2-TZVPD" charge=+1 s2=8.7691 orbital_gap_ev="5.3 / 5.6" multiplicity=6 lumo_energy_ev="-4.41 / -4.42" homo_energy_ev="-9.7 / -10.0" total_energy_ev=-176244.7365 fmax_ha_per_bohr=0.0546
Fe 12.61394 9.18707 10.75680 0.6415
Br 10.86664 3.90162 11.54521 0.0609
C 10.14603 5.70684 11.29976 -0.6340
C 8.59568 5.47526 11.27299 -0.6397
C 7.39138 7.33482 11.35482 -0.2260
C 8.07827 8.70657 11.42109 -0.9776
C 9.38529 8.89472 11.46173 0.0873
N 10.34353 7.86089 11.30908 2.0402
C 9.97002 10.24199 11.81118 -0.8892
O 9.31451 11.02930 12.50485 -0.7448
O 11.23449 10.34572 11.48636 -0.6557
H 8.40683 4.41046 11.16225 0.8365
H 6.29686 7.34026 11.41584 0.6316
H 7.41942 9.56101 11.44521 0.4885
C 14.24367 10.02890 16.83862 -1.5711
C 14.75069 9.39497 15.56648 1.1446
C 15.90693 8.44792 15.86404 -1.4831
C 13.64537 8.69776 14.76465 -0.5803
C 13.87563 7.50778 14.16055 -0.3565
C 12.90376 6.90389 13.33054 0.9224
C 13.49625 5.81512 12.48603 1.8683
C 14.72772 6.19658 11.71650 -1.5856
C 13.78324 4.56844 13.33632 -1.8737
C 11.55931 7.20632 13.39253 -0.7755
C 11.27653 8.36950 14.25402 1.3973
C 12.36688 9.16220 14.67576 -0.3447
C 10.25371 8.70388 15.11308 0.7557
C 9.75618 10.08469 15.28057 -1.7712
C 9.76351 7.69676 16.11765 -1.6311
C 10.34898 6.84125 12.43304 0.8309
C 9.05592 6.78368 13.24522 -0.8073
C 7.91353 6.27635 12.40807 -0.5625
C 7.89210 6.32779 10.21667 -0.6464
C 8.97503 6.80944 9.39710 -1.7535
C 10.27434 6.82158 10.14727 0.8356
P 11.74638 7.26995 9.05884 1.2868
C 11.10698 8.47379 7.75529 1.9535
C 10.31686 7.93831 6.52222 -1.7298
C 12.40942 9.12012 7.24761 -1.4654
C 10.29405 9.60204 8.35703 -1.7211
C 12.27102 5.68694 8.15318 1.7914
C 13.09136 5.95302 6.87827 -2.2511
C 13.17824 4.84371 9.05707 -1.2543
C 11.09143 4.84934 7.72791 -1.5238
H 15.01069 10.69676 17.24170 0.4366
H 14.06195 9.25691 17.58120 0.4075
H 13.34050 10.60696 16.67001 0.3749
H 15.09862 10.25082 14.95747 -0.1769
H 15.53590 7.62410 16.52510 0.3699
H 16.65304 8.97906 16.49927 0.3468
H 16.44662 8.06308 14.98828 0.1251
H 14.87440 7.08953 14.15251 0.3555
H 12.71256 5.58656 11.76458 -2.1145
H 15.61062 6.41974 12.29930 0.5698
H 14.55846 7.04371 11.03354 -0.2344
H 15.11199 5.36017 11.12165 0.6904
H 14.62555 4.79187 14.00630 0.3240
H 13.96307 3.72059 12.70138 0.5062
H 12.91806 4.39567 14.02433 0.3678
H 12.20470 10.17230 15.06865 0.6587
H 8.74767 7.71266 13.67339 -0.2856
H 9.70497 10.32857 16.35475 0.3864
H 8.71954 9.98073 14.87142 0.4533
H 10.25187 10.82606 14.67486 0.5267
H 10.42930 7.84027 17.01447 0.4163
H 9.85478 6.67773 15.78321 0.3084
H 8.74833 7.90067 16.51266 0.4032
H 9.25479 6.13993 14.11491 0.7757
H 7.16558 5.67440 12.92965 0.5665
H 7.03080 5.86679 9.70504 0.6753
H 8.82110 7.33275 8.46497 0.3614
H 10.82635 7.17509 5.93098 0.3106
H 10.30603 8.77338 5.84108 0.6568
H 9.28474 7.62983 6.70116 0.3000
H 13.13430 8.39727 6.87043 0.2208
H 12.89080 9.68046 8.05318 0.1209
H 12.13928 9.77669 6.43442 0.6098
H 9.41259 9.24437 8.95144 0.1096
H 10.09704 10.35271 7.62626 0.7460
H 10.86460 10.09428 9.09025 0.3193
H 14.05193 6.43652 7.03662 0.2620
H 12.50988 6.48556 6.11295 0.4222
H 13.28030 4.95952 6.44930 0.5737
H 14.25297 5.08352 9.07436 0.3559
H 13.05958 3.82483 8.70099 0.4394
H 12.85534 4.88769 10.08634 0.1267
H 10.33250 5.34147 7.14987 0.2758
H 10.51622 4.55195 8.62312 0.2490
H 11.37421 3.87852 7.22121 0.4770
Cl 15.74673 8.76695 8.70246 -0.1938
C 16.34891 8.80626 10.30423 1.1392
C 17.53939 8.13825 10.54650 -0.5489
C 18.01163 8.05525 11.83681 -0.8235
C 17.43962 8.87361 12.83381 -0.6105
C 16.33116 9.66923 12.55484 -0.5953
C 15.68880 9.54648 11.29075 0.2296
C 14.41552 10.16584 11.02020 -2.4583
H 18.02654 7.50952 9.79310 0.4074
H 18.95080 7.52134 12.02141 0.4188
H 17.95713 8.90496 13.81774 0.5665
H 15.89709 10.29235 13.33939 0.6361
H 14.44612 10.76382 10.13387 1.0848
H 14.07912 10.78762 11.85994 0.4589